A molecular structure, C19H18NOSW. Source: OMol25; level of theory: ωB97M-V with the def2-TZVPD basis set.

E_HOMO (alpha / beta) in eV: -10.99 / -11.25
DFT total energy in Ha: -1329.63346
Total charge: +1
Multiplicity: 3

Each line ends with the natural charge from an NBO analysis.
Atoms and positions in Å:
C1 0.8350 -2.1038 3.3504  -0.291
C2 -0.4998 -2.4919 3.1104  -0.240
C3 -0.7180 -2.4912 1.6957  -0.325
H1 -1.1521 -2.9308 3.8746  0.280
C4 0.5178 -2.1291 1.0363  -0.186
C5 1.4675 -1.9016 2.0480  -0.263
H2 2.4948 -1.6786 1.8679  0.259
H3 1.3789 -2.2637 4.2632  0.281
H4 -1.6398 -2.7845 1.2624  0.256
H5 0.6616 -2.0533 -0.0274  0.252
C6 -1.1053 2.2479 1.3688  -0.259
C7 -1.0047 2.1950 2.7664  -0.251
C8 0.4111 1.9841 3.0816  -0.405
H6 -1.7902 2.5051 3.4858  0.285
C9 1.1200 1.8895 1.8574  -0.274
C10 0.1955 2.0179 0.7828  -0.115
H7 0.5164 2.1598 -0.2758  0.267
H8 -2.0113 2.4929 0.8146  0.256
H9 0.8739 1.9456 4.0709  0.291
H10 2.2064 1.8695 1.7580  0.266
W1 -0.3429 -0.1083 2.4208  1.147
O1 -0.1998 0.0136 -0.2664  -0.766
C11 -1.1233 -0.4872 -1.1092  -0.128
C12 -0.2445 -1.0135 -2.2067  0.190
H11 -1.7568 -1.3044 -0.6884  0.165
H12 -1.7475 0.3204 -1.5524  0.154
H13 0.1428 -2.0439 -2.0755  0.214
H14 0.9904 -1.9834 -4.2567  0.227
C13 0.7849 -0.9246 -4.3700  -0.079
C14 0.0874 -0.2508 -3.3225  -0.199
C15 -0.2209 1.1539 -3.4527  -0.093
H15 -0.7408 1.6658 -2.6287  0.232
C16 0.0486 1.7889 -4.6569  -0.231
H16 -0.2455 2.8473 -4.7832  0.244
C17 0.6860 1.0723 -5.7047  -0.083
H17 0.8202 1.5895 -6.6686  0.240
C18 1.0454 -0.2899 -5.5611  -0.235
H18 1.4958 -0.8138 -6.4058  0.245
S1 -2.0018 0.0894 4.1552  -0.005
C19 -0.6055 0.1510 5.1313  0.003
N1 0.3701 0.0488 5.8106  -0.328

Cartesian forces (eV/Å) of the 3 atoms listed first:
C 0.580 0.091 -1.545
C 0.064 -0.103 -0.350
C 1.016 0.821 0.449